[1]
Density functional theory data (the ωB97M-V functional and the def2-TZVPD basis) for a 2-piece molecular cluster, CH3PS overall.

CARTESIAN COORDINATES (ANGSTROEM)
C  0.96  -0.08  -0.06
P  -1.57  0.95  0.50
S  -2.75  -0.32  -0.25
H  1.58  0.26  0.75
H  0.73  -1.15  0.07
H  1.05  0.32  -1.01

Total charge: 0
Kohn-Sham gap (alpha / beta), Ha: 0.2520 / 0.2251

Now the Mulliken charges, all in e:
1 C -1.01
2 P 0.22
3 S -0.15
4 H 0.31
5 H 0.29
6 H 0.34

[2]
Density functional theory data (the ωB97M-V functional and the def2-TZVPD basis) for C3H2FO3 as an isolated structure.

CARTESIAN COORDINATES (ANGSTROEM)
C  -1.75  0.24  -0.29
C  1.41  0.28  0.22
C  -0.51  -0.40  0.08
O  -1.04  -0.17  -1.28
O  -2.67  1.00  -0.02
O  1.91  1.42  0.01
F  -0.33  -1.70  0.33
H  1.36  0.05  1.31
H  1.63  -0.71  -0.36

Total charge: -1
Kohn-Sham gap, Ha: 0.2781

Now the Mulliken charges, all in e:
1 C 0.58
2 C -0.10
3 C 0.16
4 O -0.35
5 O -0.63
6 O -0.69
7 F -0.29
8 H 0.19
9 H 0.13

[3]
Density functional theory data (the ωB97M-V functional and the def2-TZVPD basis) for an isolated ion of composition C2H3FN and charge +1.

CARTESIAN COORDINATES (ANGSTROEM)
C  -0.62  0.94  0.76
C  -0.24  -0.03  -0.38
N  -0.40  1.37  1.73
F  1.12  -0.66  0.16
H  1.06  -1.34  -0.41
H  -0.05  0.61  -1.31
H  -0.86  -0.89  -0.55

Total charge: +1
Kohn-Sham gap, Ha: 0.4288

Now the Mulliken charges, all in e:
1 C 0.14
2 C -0.16
3 N -0.10
4 F -0.03
5 H 0.48
6 H 0.31
7 H 0.36

[4]
Density functional theory data (the ωB97M-V functional and the def2-TZVPD basis) for C27H21Br2F2N2O5S2Sn as an isolated structure.

CARTESIAN COORDINATES (ANGSTROEM)
Sn  -0.10  3.30  0.65
O  -2.36  -1.75  1.13
C  -2.69  -1.06  2.28
C  -3.70  -1.60  3.06
C  -4.07  -0.97  4.24
C  -3.43  0.20  4.63
C  -2.42  0.73  3.84
C  -2.03  0.10  2.67
C  -0.89  0.66  1.84
O  -0.65  1.97  2.11
N  0.29  -0.18  2.12
N  1.32  0.04  1.27
C  2.05  -0.94  0.94
C  3.22  -0.79  0.07
Br  4.25  0.78  0.33
C  3.62  -1.68  -0.84
C  2.86  -2.88  -1.24
C  3.56  -4.03  -1.63
C  2.88  -5.17  -2.03
C  1.49  -5.18  -2.07
C  0.79  -4.04  -1.71
C  1.46  -2.90  -1.30
H  -2.01  -1.13  0.47
H  -4.20  -2.50  2.72
H  -4.86  -1.39  4.85
H  -3.72  0.70  5.55
H  -1.91  1.64  4.11
H  -1.13  0.52  0.78
H  0.05  -1.17  2.22
H  1.84  -1.96  1.28
H  4.56  -1.52  -1.35
H  4.64  -4.02  -1.61
H  3.44  -6.05  -2.33
H  0.96  -6.07  -2.38
H  -0.29  -4.03  -1.75
H  0.91  -2.01  -1.07
Br  -3.07  2.20  -0.41
C  -2.15  0.90  -1.43
C  -2.89  -0.13  -1.93
C  -2.29  -1.08  -2.77
C  -0.98  -0.95  -3.12
C  -0.20  0.12  -2.60
C  1.16  0.24  -3.00
C  1.92  1.25  -2.51
C  1.39  2.13  -1.55
C  0.10  2.04  -1.09
C  -0.75  1.05  -1.68
H  -3.95  -0.19  -1.70
H  -2.89  -1.90  -3.16
H  -0.51  -1.65  -3.79
H  1.56  -0.49  -3.70
H  2.96  1.36  -2.82
H  2.06  2.88  -1.14
F  2.88  3.87  0.72
C  1.77  4.05  1.51
F  2.05  3.46  2.72
H  1.65  5.12  1.67
O  -1.62  6.74  -1.03
S  -0.64  6.17  -0.15
O  0.21  7.10  0.56
O  0.16  5.07  -0.79
S  -1.66  5.02  1.31

Total charge: -1
Kohn-Sham gap, Ha: 0.2962

Now the Mulliken charges, all in e:
1 Sn 1.50
2 O -0.69
3 C 0.82
4 C -0.60
5 C -0.37
6 C -0.86
7 C -0.58
8 C 0.01
9 C 2.43
10 O -0.90
11 N -0.24
12 N 0.11
13 C -0.71
14 C 0.34
15 Br -0.10
16 C -1.03
17 C 0.46
18 C -0.62
19 C -0.49
20 C -0.51
21 C -0.81
22 C 0.07
23 H 0.03
24 H 0.44
25 H 0.37
26 H 0.41
27 H 0.50
28 H -2.02
29 H 0.40
30 H 0.57
31 H 0.42
32 H 0.43
33 H 0.37
34 H 0.38
35 H 0.46
36 H 0.51
37 Br -0.07
38 C 0.47
39 C -0.42
40 C -0.74
41 C -0.67
42 C 0.39
43 C -0.53
44 C -1.29
45 C -0.58
46 C 0.38
47 C 0.46
48 H 0.40
49 H 0.42
50 H 0.38
51 H 0.35
52 H 0.40
53 H 0.57
54 F -0.29
55 C 0.30
56 F -0.28
57 H 0.15
58 O -0.64
59 S 1.03
60 O -0.62
61 O -0.59
62 S -0.45

[5]
Density functional theory data (the ωB97M-V functional and the def2-TZVPD basis) for C3HO3Sr as an isolated structure.

CARTESIAN COORDINATES (ANGSTROEM)
C  -1.35  1.18  -0.17
C  -0.12  1.23  -0.19
O  -2.66  1.18  -0.12
H  -3.05  1.63  -0.88
O  0.70  -3.03  0.75
C  1.63  -2.35  0.58
O  2.39  -1.50  0.34
Sr  2.46  1.67  -0.32

Total charge: 0
Kohn-Sham gap (alpha / beta), Ha: 0.1932 / 0.2783
2S+1: 2

Now the Mulliken charges, all in e:
1 C -0.87
2 C 0.09
3 O -0.52
4 H 0.34
5 O -0.33
6 C 0.68
7 O -0.32
8 Sr 0.93

How do the records compare in max |F|? In the order shown, they have 3.15 3.80 11.81 0.07 2.59 eV/A.
How do the records compare in molar mass? In the order shown, they have 78.076 105.044 60.051 834.123 172.658 g mol⁻¹.
How do the records compare in ΔE to the lowest compared entry with this formula, charge and spin? In the order shown, they have 1.961 4.620 2.933 0.000 0.000 eV.